C5H4O as an isolated structure at a distorted geometry. Source: OMol25; level of theory: ωB97M-V/def2-TZVPD.

Cartesian coordinates (Å):
C: -0.223 -1.822 0.996
C: -0.208 -0.662 0.375
C: -0.194 -1.656 -0.534
C: 0.245 1.826 -0.686
C: 0.122 1.350 0.528
O: -0.041 -2.274 -1.563
H: -0.368 -2.539 1.797
H: 0.496 2.808 -0.839
H: 0.284 1.128 -1.534
H: -0.112 1.840 1.459

Output
E ... -7291.352 eV
Total charge ... 0

=====

C5H4O2 as an isolated structure at a distorted geometry. Source: OMol25; level of theory: ωB97M-V/def2-TZVPD.

Cartesian coordinates (Å):
C: -0.116 -1.065 0.272
C: 0.145 0.398 0.671
C: 1.456 0.172 -0.079
C: -1.123 -0.290 -0.497
C: -0.489 0.878 -0.789
O: 1.162 -1.166 -0.363
O: 2.495 0.741 -0.191
H: -0.379 -1.880 0.934
H: -0.029 0.949 1.583
H: -2.163 -0.574 -0.582
H: -0.958 1.837 -0.956

Output
E ... -9339.865 eV
Total charge ... 0

=====

An isolated molecule of C5H4O2. Source: OMol25; level of theory: ωB97M-V/def2-TZVPD.

Cartesian coordinates (Å):
O: 0.818 -0.268 2.241
C: 0.443 -0.084 1.114
C: 1.218 0.446 -0.084
C: 0.302 0.656 -1.255
C: -0.952 -0.078 -0.895
C: -0.998 -0.342 0.603
O: -1.934 -0.645 1.293
H: 1.824 1.331 0.142
H: 1.954 -0.302 -0.424
H: -0.804 -1.047 -1.412
H: -1.872 0.332 -1.323

Output
E ... -9340.509 eV
Total charge ... 0

=====

An isolated molecule of C5H4O2 at a distorted geometry. Source: OMol25; level of theory: ωB97M-V/def2-TZVPD.

Cartesian coordinates (Å):
O: 0.971 1.021 1.968
C: 0.051 0.661 1.360
C: -1.115 0.392 0.785
C: -1.123 -0.083 -0.582
C: 0.039 -0.506 -1.101
C: 1.313 -0.515 -0.319
O: 1.749 -1.303 0.491
H: -1.979 0.589 1.404
H: -2.044 -0.020 -1.163
H: 0.216 -0.573 -2.170
H: 1.922 0.336 -0.673

Output
E ... -9342.078 eV
Total charge ... 0

=====

An isolated molecule of C5H4O2. Source: OMol25; level of theory: ωB97M-V/def2-TZVPD.

Cartesian coordinates (Å):
O: -1.497 0.213 -1.260
C: -0.327 0.575 -0.695
C: -0.169 1.445 0.375
C: -0.030 0.365 1.169
C: 0.506 -0.944 0.964
C: 1.052 -1.119 -0.264
O: 0.675 -0.223 -1.204
H: -2.171 0.721 -0.784
H: -0.413 2.486 0.548
H: 0.592 -1.678 1.757
H: 1.783 -1.842 -0.607

Output
E ... -9340.086 eV
Total charge ... 0

=====

An isolated molecule of C5H4O2 at a distorted geometry. Source: OMol25; level of theory: ωB97M-V/def2-TZVPD.

Cartesian coordinates (Å):
C: 2.071 -0.701 0.273
C: 1.110 0.229 -0.385
C: -0.183 0.444 -0.220
C: -0.638 1.643 -0.062
C: -1.181 -0.672 -0.216
O: -2.334 -0.569 0.159
O: -0.588 -1.984 -0.152
H: 3.128 -0.940 0.238
H: -1.710 1.969 0.239
H: 0.000 2.452 0.250
H: 0.324 -1.870 -0.124

Output
E ... -9338.540 eV
Total charge ... 0

=====

C5H4O2 as an isolated structure at a distorted geometry. Source: OMol25; level of theory: ωB97M-V/def2-TZVPD.

Cartesian coordinates (Å):
O: -0.193 2.793 -0.303
C: 0.339 1.810 -0.036
C: -1.507 -0.712 -0.177
C: -0.276 -1.223 -0.290
C: 0.951 -0.627 0.235
C: 1.131 0.704 0.344
O: 1.992 1.595 0.754
H: -1.717 0.183 0.406
H: -2.359 -1.192 -0.649
H: -0.150 -2.167 -0.819
H: 1.783 -1.264 0.523

Output
E ... -9341.396 eV
Total charge ... 0

=====

An isolated molecule of C5H4O2S at a distorted geometry. Source: OMol25; level of theory: ωB97M-V/def2-TZVPD.

Cartesian coordinates (Å):
C: 1.305 -0.479 0.104
C: 0.677 1.871 -0.227
C: -0.141 -0.339 0.269
C: -0.536 1.161 -0.047
C: -1.028 -1.486 -0.065
O: -1.639 1.648 -0.265
O: -0.618 -1.288 1.241
S: 2.088 0.965 -0.101
H: 1.830 -1.385 0.334
H: 0.735 2.929 -0.379
H: -2.063 -1.252 -0.290
H: -0.610 -2.346 -0.575

Output
E ... -20176.354 eV
Total charge ... 0

=====

An isolated molecule of C5H4O2S. Source: OMol25; level of theory: ωB97M-V/def2-TZVPD.

Cartesian coordinates (Å):
C: 1.799 0.710 -0.007
C: 0.591 0.145 0.005
C: -0.792 0.736 0.000
C: -1.696 -0.487 0.002
S: -3.302 -0.517 -0.002
O: -0.937 -1.615 -0.004
C: 0.437 -1.334 -0.002
O: 1.244 -2.205 0.003
H: 1.970 1.799 -0.014
H: 2.677 0.078 -0.003
H: -0.998 1.356 0.897
H: -0.993 1.333 -0.877

Output
E ... -20179.365 eV
Total charge ... 0

=====

An isolated molecule of C5H4O3 at a distorted geometry. Source: OMol25; level of theory: ωB97M-V/def2-TZVPD.

Cartesian coordinates (Å):
O: -2.283 -0.294 -0.363
C: -1.245 0.135 -0.865
O: -0.996 0.619 -2.096
C: -0.024 0.154 0.011
C: 0.097 0.410 1.458
C: 1.321 -0.174 1.833
O: 1.971 -0.503 0.674
C: 1.148 -0.361 -0.322
H: -0.045 0.825 -2.161
H: -0.635 0.726 2.140
H: 1.815 -0.380 2.889
H: 1.555 -0.734 -1.287

Output
E ... -11390.856 eV
Total charge ... 0

=====

C5H4O4Sm as an isolated structure at a distorted geometry. Source: OMol25; level of theory: ωB97M-V/def2-TZVPD.

Cartesian coordinates (Å):
C: -0.781 1.145 0.783
C: -1.923 1.523 0.877
H: -2.932 1.876 1.005
H: 1.942 1.745 1.967
O: 0.431 0.563 0.569
C: 1.482 1.288 0.165
O: 1.715 1.317 -1.035
O: 2.202 1.900 1.037
Sm: 3.423 2.485 -2.779
C: -1.131 -2.904 -0.385
C: -0.066 -2.688 -0.929
O: -2.177 -2.879 0.381
H: 0.808 -2.713 -1.554
H: -2.993 -2.657 -0.101

Output
E ... -31320.613 eV
Multiplicity ... 7
Expectation value of S² ... 12.006
Total charge ... +2

=====

An isolated molecule of C5H4S at a distorted geometry. Source: OMol25; level of theory: ωB97M-V/def2-TZVPD.

Cartesian coordinates (Å):
C: -2.830 -0.428 -0.078
C: -1.648 -0.476 0.064
C: -0.201 -0.560 0.047
C: 0.580 0.587 -0.017
C: 2.028 0.544 0.037
S: 3.005 -0.745 -0.050
H: -3.887 -0.477 -0.233
H: 0.230 -1.530 0.277
H: 0.147 1.590 -0.088
H: 2.575 1.496 0.041

Output
E ... -16081.720 eV
Total charge ... 0

=====

An isolated molecule of C5H4S at a distorted geometry. Source: OMol25; level of theory: ωB97M-V/def2-TZVPD.

Cartesian coordinates (Å):
C: 2.266 0.147 -0.021
C: 1.259 -0.707 0.020
C: -0.113 -0.380 0.080
C: -1.246 -0.004 0.167
C: -2.567 0.515 -0.004
S: -3.895 -0.414 0.004
H: 3.312 -0.204 -0.093
H: 2.191 1.216 0.100
H: 1.433 -1.760 -0.114
H: -2.640 1.591 -0.139

Output
E ... -16081.790 eV
Total charge ... 0

=====

C5H5BeO4 as an isolated structure at a distorted geometry. Source: OMol25; level of theory: ωB97M-V/def2-TZVPD.

Cartesian coordinates (Å):
O: -0.437 -1.584 -0.804
C: 0.620 -0.748 -1.083
C: 0.584 0.553 -0.279
O: -0.380 0.692 0.519
C: -2.151 -1.048 1.426
O: -2.140 -1.918 2.286
O: -3.223 -0.204 1.406
Be: -1.068 -0.636 0.235
H: 0.664 -0.454 -2.152
H: 1.599 -1.223 -0.869
H: -2.906 0.715 1.441
C: 1.603 1.577 -0.383
C: 2.915 1.394 -0.732
H: 1.220 2.573 -0.107
H: 3.099 0.312 -0.903

Output
E ... -13857.963 eV
Total charge ... -1

=====

An isolated molecule of C5H5Br at a distorted geometry. Source: OMol25; level of theory: ωB97M-V/def2-TZVPD.

Cartesian coordinates (Å):
Br: -3.009 0.062 0.009
C: -1.217 -0.317 0.581
C: -0.309 -1.010 -0.429
C: -0.037 0.391 0.001
C: 1.168 1.196 0.445
C: 0.343 1.706 -0.453
H: -1.430 -0.417 1.597
H: -0.963 -1.142 -1.376
H: 0.458 -1.853 -0.218
H: 1.960 1.097 1.164
H: 0.071 2.282 -1.325

Output
E ... -75303.912 eV
Total charge ... 0

=====

A 2-piece molecular cluster, C5H5Br overall at a distorted geometry. Source: OMol25; level of theory: ωB97M-V/def2-TZVPD.

Cartesian coordinates (Å):
C: 0.462 -2.334 -0.477
C: 0.926 -1.671 -1.409
C: -1.145 0.582 0.702
C: 0.046 0.911 -0.282
C: -1.108 0.817 -0.789
Br: -2.154 1.185 -2.262
H: 0.062 -2.985 0.192
H: -1.230 -0.292 1.199
H: -1.662 1.394 1.279
H: 1.067 0.984 -0.337
H: 0.916 -0.956 -2.477

Output
E ... -75297.740 eV
Multiplicity ... 3
Expectation value of S² ... 2.008
Total charge ... 0

=====

An isolated molecule of C5H5BrN2O4 at a distorted geometry. Source: OMol25; level of theory: ωB97M-V/def2-TZVPD.

Cartesian coordinates (Å):
C: -1.386 0.298 -0.014
C: 1.288 0.950 0.510
C: -0.828 -0.204 1.293
C: 0.654 0.112 1.566
C: -0.613 -0.014 -1.258
N: 1.051 1.119 -0.682
N: 0.224 -1.197 -1.433
O: 0.525 -1.423 -2.589
O: -2.403 0.934 -0.096
O: 0.548 -1.856 -0.473
O: -1.018 0.515 -2.381
Br: 2.868 1.899 1.167
H: -1.454 0.227 2.076
H: -0.966 -1.289 1.300
H: 1.240 -0.813 1.605
H: 0.761 0.606 2.532
H: -0.492 0.134 -3.123

Output
E ... -86473.641 eV
Total charge ... 0

=====

C5H5BrN2S as an isolated structure at a distorted geometry. Source: OMol25; level of theory: ωB97M-V/def2-TZVPD.

Cartesian coordinates (Å):
C: 0.584 0.470 -0.662
C: 1.214 -0.733 -0.226
C: -1.674 1.831 0.759
C: -1.795 0.913 -0.145
C: 0.480 -1.933 0.201
N: 1.378 1.401 -1.080
N: 2.453 -0.590 -0.357
S: 2.912 0.865 -0.951
Br: -2.973 -0.305 -0.902
H: -2.459 2.351 1.257
H: -0.635 2.228 0.900
H: 0.976 -2.746 0.812
H: -0.232 -1.450 0.970
H: -0.232 -2.301 -0.576

Output
E ... -89118.715 eV
Total charge ... 0

=====

An isolated molecule of C5H5BrO2 at a distorted geometry. Source: OMol25; level of theory: ωB97M-V/def2-TZVPD.

Cartesian coordinates (Å):
C: -0.465 -0.710 -1.851
C: 0.364 -1.298 -0.993
C: 1.034 -0.417 0.056
O: 0.626 0.973 0.133
C: -0.175 1.455 1.020
C: -0.506 1.199 2.339
Br: -2.185 0.603 2.749
O: -0.580 2.619 1.302
H: -0.925 0.213 -1.802
H: -0.843 -1.317 -2.648
H: 0.656 -2.325 -1.106
H: 1.013 -0.666 1.083
H: 1.985 -0.329 -0.282

Output
E ... -79398.017 eV
Total charge ... 0

=====

An isolated molecule of C5H5Cl at a distorted geometry. Source: OMol25; level of theory: ωB97M-V/def2-TZVPD.

Cartesian coordinates (Å):
C: 2.524 0.052 0.002
C: 1.075 -0.183 0.035
C: -0.121 -0.220 0.094
C: -1.507 -0.477 -0.035
C: -2.499 0.472 -0.045
Cl: -4.099 -0.108 0.034
H: 3.178 -0.208 -0.876
H: 2.947 -0.447 0.949
H: 2.739 1.120 -0.019
H: -1.775 -1.500 -0.223
H: -2.463 1.499 0.084

Output
E ... -17785.750 eV
Total charge ... 0